{
  "formula": "C25H27BrGeLuN4O2",
  "method": "ωB97M-V/def2-TZVPD",
  "homo_energy_ev": -16.75,
  "charge": 3,
  "homo_lumo_gap_ev": 6.58,
  "max_force_ha_per_bohr": 0.06597,
  "lumo_energy_ev": -10.1688,
  "e_above_lowest_kcal_mol": 0.00,
  "species": ["C", "H", "O", "C", "H", "C", "C", "C", "C", "H", "C", "H", "H", "C", "H", "H", "H", "H", "H", "H", "H", "C", "C", "C", "H", "H", "C", "H", "H", "H", "N", "H", "H", "C", "Ge", "C", "H", "H", "H", "O", "H", "C", "N", "C", "C", "C", "C", "Br", "N", "C", "H", "C", "C", "H", "H", "N", "Lu", "C", "C", "H", "C"],
  "coordinates": [[14.845, 7.480, 11.578], [12.770, 5.932, 10.304], [7.541, 11.091, 13.812], [6.368, 10.609, 7.557], [6.217, 11.577, 10.829], [14.564, 9.915, 12.060], [6.472, 10.986, 9.944], [7.510, 6.675, 13.311], [7.272, 9.845, 10.063], [8.264, 5.441, 14.863], [9.328, 9.862, 14.992], [11.513, 11.525, 12.343], [9.918, 4.837, 10.906], [7.214, 9.499, 7.687], [10.199, 10.458, 18.191], [15.363, 9.910, 11.307], [8.365, 8.288, 9.088], [11.116, 9.567, 11.240], [13.962, 11.975, 12.462], [11.608, 8.482, 17.858], [6.052, 10.985, 6.588], [7.696, 9.138, 8.940], [13.573, 11.076, 11.980], [10.926, 8.776, 17.055], [8.649, 11.284, 16.429], [15.146, 7.536, 10.521], [8.456, 6.402, 11.091], [12.274, 5.133, 11.814], [15.804, 7.592, 12.095], [5.377, 12.183, 8.565], [10.033, 8.613, 14.860], [14.301, 5.954, 12.979], [8.288, 6.512, 10.031], [10.820, 8.148, 15.812], [7.111, 8.989, 11.778], [7.604, 7.117, 11.985], [12.352, 10.644, 13.716], [5.852, 9.488, 12.452], [15.106, 9.919, 13.002], [8.813, 9.559, 12.733], [6.691, 7.001, 13.944], [10.132, 9.917, 17.256], [12.003, 7.196, 11.788], [8.399, 5.747, 13.831], [8.495, 10.315, 13.815], [9.325, 5.425, 11.593], [9.369, 5.139, 12.975], [11.738, 6.554, 15.385], [13.933, 8.581, 11.953], [14.248, 6.123, 11.888], [14.928, 5.372, 11.442], [12.613, 8.385, 11.897], [12.209, 10.722, 12.614], [9.991, 4.322, 13.325], [7.486, 8.936, 6.799], [11.715, 9.445, 12.065], [10.090, 7.530, 12.852], [9.328, 10.447, 16.230], [5.997, 11.317, 8.678], [13.383, 11.352, 10.935], [12.803, 6.029, 11.388]]
}